[1]
Formula: C7H9NO
Source: the OMol25 dataset
Level of theory: ωB97M-V/def2-TZVPD

```
! wB97M-V def2-TZVPD RIJCOSX def2/J DEFGRID3
* xyz 0 1
C -3.289 0.659 0.131
C -1.921 0.758 0.067
C -1.054 -0.194 -0.786
C -1.301 -1.353 0.044
C 0.385 -0.466 -0.489
C 2.714 0.138 0.417
C 1.306 0.661 0.065
N -4.401 0.458 0.314
O -0.016 -1.421 0.487
H -1.286 1.248 0.843
H -1.278 -0.166 -1.875
H -2.098 -1.873 0.402
H 0.866 -0.892 -1.379
H 2.603 -0.560 1.262
H 3.545 1.007 0.591
H 3.014 -0.733 -0.308
H 1.249 1.446 -0.747
H 0.963 1.283 0.962
*
```

The value obtained for the HOMO-LUMO gap (alpha / beta) is 7.27 / 7.97 eV.

[2]
Formula: C7H9NO2
Source: the OMol25 dataset
Level of theory: ωB97M-V/def2-TZVPD

```
! wB97M-V def2-TZVPD RIJCOSX def2/J DEFGRID3
* xyz 0 1
C -2.115 1.555 -0.105
C -0.772 1.862 -0.057
C -2.546 0.287 -0.176
C -1.366 -1.821 0.349
C 0.108 0.630 -0.020
C 0.808 0.356 -1.306
C 0.975 0.407 1.163
N -1.436 -0.630 0.003
O -0.231 2.930 0.046
O -3.648 -0.232 -0.211
H -2.908 2.275 -0.075
H -0.431 -2.392 0.268
H -2.167 -2.354 0.889
H 1.113 -0.755 -1.402
H 1.662 0.927 -1.561
H -0.119 0.536 -2.079
H 1.519 1.311 1.182
H 1.842 -0.350 1.049
H 0.296 0.300 2.187
*
```

The value obtained for the HOMO-LUMO gap is 7.56 eV.

[3]
Formula: C7H9NO2
Source: the OMol25 dataset
Level of theory: ωB97M-V/def2-TZVPD

```
! wB97M-V def2-TZVPD RIJCOSX def2/J DEFGRID3
* xyz 0 1
C -0.760 -1.474 0.625
C -0.680 0.863 1.210
C 0.544 -1.307 0.250
C 0.572 1.047 0.808
C -1.480 -0.373 1.301
C 1.312 -0.100 0.363
C 1.421 0.620 -1.772
N 2.714 -0.192 0.348
O 3.243 -1.162 -0.108
O 3.257 0.809 0.778
H -1.150 -2.474 0.696
H -1.225 1.785 1.573
H 1.198 -2.106 -0.084
H 0.853 2.038 0.831
H -2.405 -0.284 0.675
H -1.653 -0.719 2.344
H 1.168 -0.312 -2.183
H 2.480 0.876 -1.735
H 0.698 1.453 -1.607
*
```

The value obtained for the HOMO-LUMO gap (alpha / beta) is 7.46 / 7.46 eV.

[4]
Formula: C7H9NO2
Source: the OMol25 dataset
Level of theory: ωB97M-V/def2-TZVPD

```
! wB97M-V def2-TZVPD RIJCOSX def2/J DEFGRID3
* xyz 0 1
C 8.231 -16.965 -15.333
N 8.408 -16.323 -13.995
O 8.629 -15.123 -14.041
O 8.531 -17.036 -13.020
H 7.306 -17.539 -15.383
H 9.056 -17.676 -15.368
H 8.369 -16.157 -16.051
C 11.649 -18.659 -16.237
C 11.454 -19.758 -17.133
C 11.160 -20.999 -16.699
C 11.081 -21.245 -15.315
C 11.306 -20.190 -14.359
C 11.590 -18.959 -14.851
H 11.856 -17.692 -16.669
H 11.553 -19.504 -18.178
H 11.094 -21.802 -17.418
H 10.822 -22.237 -14.976
H 11.281 -20.341 -13.290
H 11.791 -18.176 -14.135
*
```

The SMILES is C[N+](=O)[O-].c1ccccc1. The value obtained for the HOMO-LUMO gap is 9.71 eV.

[5]
Formula: C7H9NO2
Source: the OMol25 dataset
Level of theory: ωB97M-V/def2-TZVPD

```
! wB97M-V def2-TZVPD RIJCOSX def2/J DEFGRID3
* xyz 0 3
C -1.695 1.211 0.138
C -0.394 -0.094 0.345
C -2.398 -1.011 -0.155
C -1.416 2.504 0.238
C 0.874 0.113 0.570
C 2.538 -1.175 -0.827
C 1.926 -0.956 0.606
N -2.696 0.380 -0.216
O -3.174 -1.870 -0.365
O -1.052 -1.207 0.069
H -2.037 3.261 -0.098
H -0.506 2.861 0.634
H 1.116 1.193 0.708
H 1.869 -1.432 -1.574
H 3.432 -1.733 -0.797
H 3.135 -0.197 -1.069
H 2.641 -0.794 1.402
H 1.394 -1.857 0.797
H -3.555 0.804 -0.407
*
```

The value obtained for the HOMO-LUMO gap (alpha / beta) is 5.53 / 6.84 eV.

[6]
Formula: C7H9NOS
Source: the OMol25 dataset
Level of theory: ωB97M-V/def2-TZVPD

```
! wB97M-V def2-TZVPD RIJCOSX def2/J DEFGRID3
* xyz 0 1
C -0.188 2.675 -0.936
C 0.334 2.193 -2.130
C -0.255 1.819 0.168
C 0.687 0.820 -2.170
C 0.130 0.532 -0.068
C -1.885 -1.413 1.186
C 1.072 -1.821 1.327
N 0.509 -0.019 -1.155
O -0.345 0.152 2.549
S -0.408 -0.677 1.396
H -0.572 3.660 -0.730
H 0.122 2.701 -3.130
H -0.539 2.197 1.203
H 0.876 0.343 -3.200
H -2.741 -0.763 1.121
H -1.862 -2.294 0.527
H 0.585 -2.402 0.561
H 2.136 -1.465 1.133
H 1.108 -2.440 2.260
*
```

The SMILES is C=[S@](C)(=O)c1ccccn1. The value obtained for the HOMO-LUMO gap is 8.51 eV.

[7]
Formula: C7H9NOS
Source: the OMol25 dataset
Level of theory: ωB97M-V/def2-TZVPD

```
! wB97M-V def2-TZVPD RIJCOSX def2/J DEFGRID3
* xyz 0 1
C 2.553 0.979 1.104
C 2.432 -0.240 1.859
C 1.246 1.329 0.770
C 1.107 -0.533 2.002
C -1.706 -0.211 -1.402
C -1.456 -0.730 -0.217
C -1.703 -0.929 -2.661
N 0.419 0.434 1.375
O -1.492 1.859 0.581
S -1.282 0.728 1.368
H 3.424 1.503 0.843
H 3.106 -0.865 2.366
H 1.033 2.086 0.012
H 0.478 -1.286 2.377
H -1.934 0.877 -1.481
H -1.232 -1.769 0.078
H -2.743 -1.064 -2.954
H -1.137 -0.374 -3.536
H -1.112 -1.792 -2.486
*
```

The value obtained for the HOMO-LUMO gap is 9.21 eV.

[8]
Formula: C7N5O2
Source: the OMol25 dataset
Level of theory: ωB97M-V/def2-TZVPD

```
! wB97M-V def2-TZVPD RIJCOSX def2/J DEFGRID3
* xyz -1 1
C -1.190 -0.759 -2.057
C -2.103 0.859 1.136
C 2.237 -0.487 -2.092
C -1.437 -0.173 -0.883
C -1.117 0.391 0.253
C 0.649 0.114 2.640
C 1.371 -0.168 -1.126
N -1.189 -1.295 -3.095
N -2.963 1.263 1.784
N 2.933 -0.791 -2.973
N 0.242 0.632 0.729
N 1.164 0.326 -0.034
O 1.666 0.653 2.820
O -0.261 -0.565 2.896
*
```

The value obtained for the HOMO-LUMO gap (alpha / beta) is 6.33 / 6.32 eV.

Going through the records in order, we get energy above the lowest of the compared OMol25 structures with the same formula, charge and spin values of 5.551 4.152 7.083 3.738 3.181 3.569 2.818 4.702 eV.